123
Properties=species:S:1:pos:R:3:forces:R:3 method="wB97M-V/def2-TZVPD" total_energy_ev=-106558.2466 lumo_energy_ev=0.6 gap_ev=7.99 smiles="CCCCc1c2c(c(P(C)C)c(P(=O)(O)O)c1N(C)C(C)=O)N(P(N)O)c1c(C[C@@H](C)O)c(COC)cc(OCC)c1S2.CCCC#N.CCCC#N.CCCC#N" spin_multiplicity=1
C 3.911 -2.102 2.378 -0.271 0.143 -0.194
C 2.793 -1.067 2.071 0.069 -0.338 0.982
C 3.163 0.371 2.519 0.325 -0.544 -0.290
C 3.623 1.364 1.408 -0.204 -0.182 0.390
C 2.762 1.368 0.153 0.847 -0.070 0.919
C 1.494 1.898 0.252 -0.981 0.844 0.908
C 0.581 1.974 -0.790 0.561 0.125 -1.267
C 1.005 1.433 -2.018 -1.154 0.152 -0.245
P -0.007 1.311 -3.590 0.481 -0.195 -0.727
C -1.425 2.471 -3.632 -0.460 -0.636 0.267
C -0.793 -0.371 -3.556 -0.206 0.941 0.594
C 2.304 0.908 -2.134 0.526 0.024 -1.243
P 2.849 0.261 -3.773 -0.829 -0.955 -0.750
O 2.061 -0.913 -4.190 -0.225 -0.325 0.336
O 4.398 -0.110 -3.802 0.128 0.743 -0.241
O 2.728 1.411 -4.876 1.032 0.089 0.480
C 3.191 0.877 -1.075 -0.156 -0.006 0.011
N 4.530 0.370 -1.250 0.438 0.499 1.625
C 4.847 -0.839 -0.485 0.395 -0.534 -0.901
C 5.522 1.363 -1.156 0.286 1.046 -0.130
C 5.401 2.512 -2.157 -0.320 -0.807 -0.162
O 6.466 1.328 -0.385 -0.442 -0.641 -0.550
N -0.741 2.522 -0.616 0.666 -1.703 0.271
P -1.768 1.268 0.229 -1.357 0.902 2.237
N -0.823 -0.141 0.430 -0.865 0.307 -0.540
O -2.958 0.743 -0.776 1.353 -0.412 -0.749
C -0.811 3.685 0.220 -0.520 0.749 -0.464
C -1.655 4.742 -0.099 -0.613 -0.299 -1.139
C -2.534 4.748 -1.340 -0.183 0.940 0.855
C -4.037 4.471 -1.066 -0.073 1.235 -1.704
C -4.859 5.428 -1.974 -0.292 -0.509 0.253
O -4.421 3.143 -1.422 0.221 -0.454 0.539
C -1.746 5.848 0.741 -1.080 0.846 0.104
C -2.658 7.037 0.427 1.445 -0.086 -0.029
O -2.077 7.810 -0.633 -0.687 0.087 0.090
C -0.864 8.413 -0.253 0.778 0.321 -0.063
C -1.030 5.938 1.905 0.317 -0.197 0.428
C -0.205 4.888 2.227 0.320 -0.061 1.184
O 0.532 4.857 3.401 0.431 0.527 -0.770
C 1.632 5.810 3.303 -0.405 0.029 0.773
C 1.318 7.016 4.209 0.133 0.179 -0.234
C -0.106 3.811 1.396 1.046 -1.609 -0.241
S 0.979 2.498 1.863 0.009 0.028 -0.062
H 3.730 -2.587 3.342 0.018 0.093 -0.092
H 4.890 -1.619 2.452 -0.050 -0.160 -0.202
H 3.936 -2.892 1.621 0.160 0.094 0.108
H 2.428 -1.140 1.045 0.120 0.214 0.013
H 1.953 -1.377 2.708 -0.087 0.091 -0.326
H 4.015 0.268 3.204 -0.183 0.168 0.021
H 2.337 0.747 3.126 0.124 0.290 -0.262
H 3.571 2.364 1.857 0.086 -0.075 -0.168
H 4.675 1.183 1.197 -0.158 -0.015 -0.194
H -1.139 3.521 -3.670 0.159 -0.129 0.100
H -2.096 2.254 -2.802 -0.029 0.312 -0.040
H -1.976 2.243 -4.555 0.280 -0.033 0.026
H -0.124 -1.011 -2.990 -0.076 -0.126 -0.243
H -1.766 -0.334 -3.051 0.077 -0.139 -0.131
H -0.875 -0.693 -4.595 -0.024 -0.104 0.164
H 4.523 -1.038 -3.574 -0.084 0.015 0.044
H 1.998 1.111 -5.438 -0.146 0.285 0.043
H 5.573 -1.416 -1.076 -0.009 0.121 0.170
H 5.319 -0.648 0.477 -0.284 0.030 0.029
H 3.958 -1.464 -0.420 -0.014 0.169 0.224
H 5.796 3.441 -1.753 -0.045 -0.118 0.019
H 5.992 2.188 -3.023 0.062 0.191 0.158
H 4.382 2.617 -2.539 0.121 0.232 0.192
H -0.618 -0.250 1.417 0.089 0.206 -0.036
H -1.359 -0.956 0.141 0.381 -0.043 -0.366
H -3.369 1.494 -1.237 -0.274 0.182 0.433
H -2.162 4.125 -2.137 -0.036 -0.243 0.165
H -2.492 5.777 -1.714 0.087 -0.192 -0.076
H -4.306 4.723 -0.039 0.044 -0.860 0.106
H -4.431 5.427 -2.983 -0.052 0.187 0.113
H -4.913 6.445 -1.577 0.277 -0.037 -0.193
H -5.892 5.066 -2.045 0.146 0.016 0.054
H -4.345 3.072 -2.382 -0.094 0.183 0.019
H -3.664 6.729 0.158 0.040 0.269 -0.201
H -2.679 7.687 1.312 -0.336 -0.218 -0.008
H 0.014 7.814 -0.538 -0.234 -0.121 0.081
H -0.786 8.602 0.826 -0.217 -0.083 -0.088
H -0.748 9.382 -0.750 -0.306 -0.180 -0.079
H -1.094 6.790 2.573 -0.117 -0.029 -0.091
H 1.746 6.093 2.254 0.065 0.040 0.118
H 2.544 5.305 3.630 -0.168 -0.066 -0.080
H 1.473 7.968 3.689 0.026 -0.145 0.066
H 1.926 7.035 5.117 -0.057 -0.095 -0.113
H 0.270 6.969 4.512 0.123 0.003 -0.016
C -0.989 -4.723 1.781 0.026 0.426 -0.266
C -1.698 -5.106 0.489 -0.018 -0.003 0.350
C -0.818 -4.937 -0.752 -0.272 -0.151 0.080
C -0.465 -3.540 -0.995 0.138 -0.064 -0.045
N -0.186 -2.441 -1.186 0.056 -0.351 0.005
H -0.717 -3.663 1.788 0.050 -0.016 -0.105
H -1.637 -4.903 2.630 0.024 0.021 0.024
H -0.082 -5.312 1.919 -0.032 -0.022 0.060
H -2.609 -4.511 0.384 0.025 -0.001 -0.112
H -2.007 -6.151 0.553 0.057 -0.009 -0.118
H -1.350 -5.320 -1.623 0.055 0.125 -0.073
H 0.090 -5.534 -0.648 0.045 0.084 -0.014
C -4.203 -5.547 6.183 -0.014 -0.043 -0.032
C -3.780 -6.990 6.437 -0.214 0.238 0.004
C -2.271 -7.208 6.285 -0.229 -0.204 0.194
C -1.815 -6.984 4.914 0.140 0.034 0.074
N -1.456 -6.807 3.838 -0.100 -0.344 0.226
H -3.992 -5.244 5.156 0.038 0.003 0.017
H -5.275 -5.433 6.348 0.014 0.030 -0.004
H -3.684 -4.862 6.857 -0.002 0.010 -0.019
H -4.322 -7.652 5.759 0.083 -0.057 0.009
H -4.068 -7.269 7.452 0.091 -0.074 -0.009
H -2.023 -8.231 6.574 0.100 0.008 -0.099
H -1.727 -6.547 6.963 0.048 0.055 -0.108
C 0.439 -8.667 -4.920 -0.033 -0.032 0.020
C -1.018 -8.219 -4.925 0.254 -0.164 -0.139
C -1.336 -7.200 -3.827 -0.188 -0.029 -0.289
C -1.188 -7.766 -2.486 0.035 0.028 -0.042
N -1.069 -8.216 -1.437 -0.002 -0.023 0.009
H 0.693 -9.185 -3.993 -0.001 0.040 0.013
H 0.626 -9.354 -5.745 0.025 0.011 0.012
H 1.111 -7.814 -5.032 0.006 -0.013 0.010
H -1.667 -9.091 -4.824 -0.063 0.068 0.047
H -1.245 -7.766 -5.892 -0.081 0.068 0.067
H -2.363 -6.848 -3.947 -0.001 0.012 0.135
H -0.689 -6.326 -3.929 0.050 -0.034 0.108

=====

132
Properties=species:S:1:pos:R:3:forces:R:3 method="wB97M-V/def2-TZVPD" total_energy_ev=-93913.3523 lumo_energy_ev=0.2 gap_ev=9.45 smiles="O=C1OCCO1.O=C1OCCO1.O=C1OCCO1.O=C1OCCO1.O=C1OCCO1.CN(C)C=O.CN(C)C=O.CN(C)C=O.CN(C)C=O.CN(C)C=O.c1ccncc1.c1ccncc1" spin_multiplicity=1
O 2.651 -1.759 1.132 -0.730 -1.820 -1.869
C 3.149 -0.949 1.811 0.640 0.264 2.435
O 2.892 0.353 1.689 0.342 0.346 -0.223
C 3.386 1.075 2.781 -0.012 0.327 1.449
C 4.269 0.085 3.506 0.742 -2.337 -0.639
O 3.892 -1.254 2.920 -0.835 2.133 0.217
H 4.075 1.853 2.516 -0.110 0.784 -0.795
H 2.545 1.513 3.375 0.554 -0.585 -0.477
H 4.252 0.097 4.594 -0.406 -0.294 -0.070
H 5.306 0.084 3.176 0.101 0.858 0.167
O 1.772 4.482 -2.914 -0.251 -0.306 0.874
C 2.285 3.728 -2.133 1.680 0.125 -1.025
O 3.654 3.510 -2.176 -0.647 -1.581 1.096
C 3.961 2.375 -1.230 -1.160 1.425 -0.646
C 2.576 1.907 -0.810 -0.512 -1.575 -1.526
O 1.715 2.974 -1.203 -0.673 0.375 -0.033
H 4.523 1.600 -1.744 0.116 0.556 0.096
H 4.429 2.811 -0.371 0.893 0.163 0.211
H 2.403 1.663 0.219 0.171 0.401 0.307
H 2.270 0.978 -1.385 0.240 1.124 0.475
O -1.587 -2.971 -8.196 -0.249 -0.615 -0.780
C -1.115 -1.997 -7.725 0.142 0.276 1.699
O -0.620 -1.970 -6.463 0.772 0.503 1.050
C 0.060 -0.684 -6.129 -2.023 -1.453 -0.602
C -0.519 0.171 -7.244 -1.348 0.585 -0.591
O -1.066 -0.788 -8.263 1.163 1.855 0.459
H -0.181 -0.380 -5.098 -0.428 -0.099 -0.586
H 1.089 -0.899 -6.125 1.493 -0.037 -0.484
H 0.147 0.905 -7.738 -0.246 -0.717 0.182
H -1.419 0.717 -6.867 0.743 -0.332 -0.312
O 0.270 0.485 2.442 -0.588 -0.887 -0.403
C 0.056 -0.306 1.555 0.058 -0.676 0.904
O 0.296 -0.080 0.290 0.089 0.497 -1.254
C 0.060 -1.259 -0.546 1.182 1.409 0.624
C -0.681 -2.131 0.400 -1.044 -1.583 0.558
O -0.442 -1.582 1.708 0.455 0.888 0.248
H -0.452 -0.898 -1.398 -0.878 0.074 -0.820
H 1.036 -1.581 -0.883 0.251 -0.446 0.221
H -0.382 -3.206 0.387 -0.080 0.902 0.115
H -1.768 -2.081 0.260 0.164 -0.100 -0.223
O -5.309 3.862 1.644 0.907 -0.129 -0.107
C -4.313 3.203 1.630 0.695 -1.635 0.230
O -3.213 3.355 0.864 -0.344 1.406 -1.201
C -2.179 2.396 1.070 -1.211 -0.647 0.610
C -2.861 1.390 2.023 -0.601 1.336 0.740
O -4.108 2.079 2.369 -0.127 -0.156 0.326
H -1.883 1.925 0.142 -0.057 0.140 -0.375
H -1.351 2.920 1.487 0.713 0.147 0.466
H -2.317 1.222 2.955 0.036 0.008 -0.199
H -3.173 0.462 1.584 0.124 -0.565 -0.366
C -4.876 0.659 -0.994 -0.349 1.014 -0.675
N -4.375 -0.050 -2.142 2.064 -0.912 0.585
C -5.263 -0.504 -3.185 0.933 -0.867 0.626
C -3.149 -0.679 -2.002 -1.289 -1.252 -0.051
O -2.720 -1.561 -2.752 -0.150 1.422 0.728
H -4.040 0.840 -0.351 0.321 0.361 0.395
H -5.614 0.145 -0.410 -0.450 -0.686 0.153
H -5.320 1.612 -1.320 0.224 -0.113 0.215
H -5.927 0.311 -3.367 -1.162 0.028 -0.043
H -4.649 -0.589 -4.066 0.037 -0.455 -0.432
H -5.665 -1.519 -2.887 -0.160 1.248 -0.633
H -2.679 -0.453 -1.007 0.006 0.228 -0.787
C 1.658 -4.535 -1.827 1.285 0.353 2.047
N 1.850 -3.583 -2.869 -0.493 0.581 -0.482
C 0.630 -3.155 -3.622 0.374 -2.041 1.306
C 3.056 -3.060 -3.104 -0.333 0.151 -0.196
O 3.314 -2.261 -3.983 0.097 0.509 -0.389
H 1.397 -5.506 -2.163 -1.211 -0.729 -0.489
H 1.038 -4.089 -1.026 -0.223 -0.688 -0.496
H 2.595 -4.797 -1.287 -0.103 0.728 -0.486
H -0.197 -3.485 -2.926 0.487 0.576 -1.236
H 0.610 -2.095 -3.777 0.092 0.484 -0.065
H 0.630 -3.727 -4.562 -0.459 0.471 0.227
H 3.802 -3.405 -2.397 0.503 -0.262 0.331
C 2.090 3.089 -5.735 0.241 -0.447 0.106
N 1.904 1.910 -4.929 1.261 -1.145 0.553
C 3.023 1.005 -4.788 0.710 -0.432 -0.700
C 0.941 1.769 -4.020 -0.436 0.762 -0.246
O 0.867 0.889 -3.181 -0.169 -0.294 0.082
H 2.745 3.753 -5.177 0.211 0.360 -0.367
H 1.121 3.553 -5.832 -0.152 0.356 -0.402
H 2.532 2.763 -6.703 -0.410 0.542 0.526
H 3.818 1.262 -4.062 -0.501 0.556 -0.192
H 2.648 0.047 -4.461 0.002 -0.363 -0.130
H 3.495 0.924 -5.777 -0.001 -0.219 0.318
H 0.240 2.586 -4.149 -0.886 0.164 0.365
C 1.058 -1.027 5.268 2.083 -0.111 -0.841
N -0.211 -0.603 5.700 -0.901 1.350 1.821
C -0.195 0.449 6.727 0.108 0.511 0.218
C -1.302 -1.325 5.472 -0.945 -0.792 -1.638
O -2.450 -1.180 5.886 1.099 0.005 -0.055
H 1.672 -0.171 4.888 -0.675 -0.473 0.181
H 1.035 -1.776 4.441 -0.223 0.490 0.744
H 1.614 -1.416 6.135 0.056 -0.240 -0.293
H -1.201 0.669 7.165 0.903 -0.457 -0.663
H 0.528 0.224 7.533 -0.434 -0.419 -0.182
H 0.211 1.360 6.272 -0.405 -0.063 -0.043
H -1.017 -2.072 4.666 -0.640 0.099 0.652
C -4.331 -3.972 4.002 1.024 -1.804 -0.814
N -4.698 -3.436 2.761 1.509 1.685 -1.746
C -5.837 -3.938 2.077 -0.250 1.138 -1.531
C -3.920 -2.483 2.166 -1.749 -0.694 1.184
O -4.296 -1.922 1.175 0.243 1.145 -2.049
H -4.353 -5.060 3.860 -0.002 -0.031 0.705
H -5.030 -3.643 4.693 -1.036 0.288 1.978
H -3.317 -3.688 4.245 0.103 0.240 0.330
H -5.882 -4.973 2.160 -0.030 -1.997 0.203
H -6.773 -3.542 2.369 -1.009 0.572 1.120
H -5.866 -3.669 1.014 0.769 -0.107 0.173
H -3.033 -2.168 2.700 0.578 -0.256 0.450
C -3.647 4.827 5.807 0.576 0.236 0.312
C -2.282 5.117 5.729 0.171 0.385 -0.073
C -1.377 4.107 5.550 0.010 -0.019 -0.840
N -1.710 2.816 5.320 -1.046 0.620 0.154
C -3.007 2.538 5.396 -1.860 -0.165 1.256
C -4.072 3.535 5.757 3.923 -1.570 -1.345
H -4.311 5.650 5.952 -0.580 0.278 0.137
H -1.924 6.148 5.779 -0.159 -0.336 0.076
H -0.337 4.372 5.432 0.277 -0.192 0.197
H -3.249 1.430 5.289 0.042 1.601 0.043
H -5.074 3.310 5.925 -1.431 -0.791 -0.042
C 6.899 -0.036 -2.076 0.975 -0.321 -1.053
C 7.497 0.257 -0.836 -1.037 -0.872 -0.268
C 6.696 0.019 0.293 -0.317 1.019 -0.529
N 5.408 -0.364 0.174 0.710 0.385 0.898
C 4.893 -0.574 -1.019 -0.802 -1.375 -0.154
C 5.605 -0.498 -2.204 0.419 0.818 1.399
H 7.464 0.005 -3.023 0.027 0.311 0.733
H 8.539 0.549 -0.821 -0.143 0.128 0.323
H 7.000 0.309 1.315 0.122 -0.505 -0.617
H 3.854 -0.939 -1.031 0.331 0.320 0.054
H 5.121 -0.684 -3.127 -0.202 -0.349 -0.788